Version A
Entry from the Open Molecules 2025 dataset: C3H5O3Tl as an isolated structure (ωB97M-V with the def2-TZVPD basis set).

Geometry as XYZ:
```
12
Properties=species:S:1:pos:R:3
Tl 1.9130 0.8449 0.5372
O 1.3246 -1.2399 -0.1657
O -0.8727 -1.1613 0.3509
C -1.9463 -0.2561 0.1217
C -1.2948 1.1342 0.1072
O -0.0286 0.9589 -0.4470
C 0.1686 -0.8905 -0.5092
H -2.4075 -0.4765 -0.8563
H -2.6821 -0.3909 0.9233
H -1.2476 1.5213 1.1445
H -1.9256 1.8246 -0.4842
H -0.1329 -0.9680 -1.5738
```

Properties
LUMO (eV): 0.2

Löwdin population analysis, charges in e, atoms 1 to 4: atom 1 (Tl): 0.9813, atom 2 (O): -0.2108, atom 3 (O): -0.0443, atom 4 (C): -0.1562

Version B
Entry from the Open Molecules 2025 dataset: C3H5O3Tl as an isolated structure (ωB97M-V with the def2-TZVPD basis set).

Geometry as XYZ:
```
12
Properties=species:S:1:pos:R:3
H 1.3510 0.8721 -2.0632
C 0.6276 0.2502 -1.5367
C 1.0720 -0.8076 -0.8662
O 0.2234 -1.7480 -0.2946
C -0.6688 -1.3361 0.5699
O -1.3905 -2.3666 0.8928
Tl -0.6824 1.0320 1.4970
O -0.3759 3.0881 1.5233
H -0.4275 0.4632 -1.7163
H 0.3136 3.7251 1.3454
H 2.1194 -1.0854 -0.7531
H -2.1620 -2.0871 1.4017
```

Properties
LUMO (eV): 0.0

Löwdin population analysis, charges in e, atoms 1 to 4: atom 1 (H): 0.0773, atom 2 (C): 0.0326, atom 3 (C): -0.1972, atom 4 (O): -0.0326

Stability check: which of them is most stable? version A.

Version A
Entry from the Open Molecules 2025 dataset: one molecule with the formula C14H18N2O5 (ωB97M-V with the def2-TZVPD basis set).

Geometry as XYZ:
```
39
Properties=species:S:1:pos:R:3
N 3.4140 1.2428 -1.3346
C 2.2988 0.4297 -0.9576
C 2.6967 -1.1124 -1.2044
C 4.1154 -1.4722 -0.7531
C 4.6824 -0.8495 0.5174
O 5.7017 -0.2697 0.6760
O 3.7907 -1.0940 1.5126
C 1.9803 0.8806 0.5072
O 2.8146 1.5454 1.1813
N 0.6931 0.7560 0.9827
C -0.5280 0.6697 0.2409
C -1.6427 0.1229 1.1705
C -2.8988 -0.3634 0.6352
C -3.0578 -0.8770 -0.6672
C -4.3018 -1.1702 -1.1283
C -5.4382 -1.0074 -0.3919
C -5.2930 -0.4883 0.8892
C -4.0387 -0.0934 1.3355
C -0.8246 2.0668 -0.2686
O 0.0220 2.8491 -0.5701
O -2.1463 2.3723 -0.3879
H 4.0194 1.2170 -0.5352
H 3.0608 2.1605 -1.2432
H 1.4000 0.6016 -1.6563
H 2.4438 -1.3778 -2.2289
H 1.9634 -1.6315 -0.6404
H 4.8340 -1.1782 -1.4745
H 4.4630 -2.5533 -0.6592
H 4.2664 -0.7040 2.2378
H 0.6042 1.1020 1.9071
H -0.2240 0.1394 -0.7501
H -1.3172 -0.6410 1.8300
H -1.9023 0.9378 1.9551
H -2.1152 -1.3157 -1.1279
H -4.2341 -1.6221 -2.1901
H -6.3879 -1.0375 -0.8959
H -6.1722 -0.2214 1.4863
H -3.9461 0.3031 2.2969
H -2.7958 1.6832 -0.2962
```

Properties
LUMO (eV): 0.3
Structure (SMILES): N[C@@H](CCC(=O)O)C(=O)N[C@@H](Cc1ccccc1)C(=O)O

Löwdin population analysis, charges in e, atoms 1 to 4: atom 1 (N): 0.0701, atom 2 (C): -0.2831, atom 3 (C): -0.1068, atom 4 (C): -0.0989

Version B
Entry from the Open Molecules 2025 dataset: one molecule with the formula C14H18N2O5 (ωB97M-V with the def2-TZVPD basis set).

Geometry as XYZ:
```
39
Properties=species:S:1:pos:R:3
N 0.9519 -0.2468 -1.2557
C 0.9652 -0.6694 0.1619
C 1.8917 0.0253 1.0168
C 3.2710 0.2784 0.1878
C 4.1660 -0.7108 0.5275
C 5.4997 -0.9024 -0.0624
C 5.7934 0.1480 -0.7847
C 4.9648 1.2937 -1.0520
C 3.5953 1.3916 -0.7923
C -0.3822 -0.7858 0.8431
O -0.5736 -0.7807 2.0590
N -1.3278 -0.8872 -0.1633
C -2.7462 -1.1880 0.1720
C -3.1096 -0.0745 1.1401
C -3.1208 1.5683 0.6126
C -4.5542 1.5786 -0.1112
O -4.5703 1.3053 -1.3306
O -5.6301 1.3014 0.5055
C -3.7141 -1.1457 -1.0058
O -3.2929 -1.3957 -2.1561
O -4.9473 -1.5479 -0.7028
H 1.9145 -0.3166 -1.6086
H 0.9517 0.8687 -1.3559
H 1.2075 -1.6836 -0.1620
H 2.1313 -0.5807 1.9134
H 1.2855 0.9355 1.4045
H 3.8002 -1.4455 1.3153
H 6.2583 -1.6230 0.4560
H 6.9233 0.2909 -1.0544
H 5.2163 1.9981 -1.8197
H 2.9657 2.2154 -1.2447
H -1.0490 -0.6331 -1.1187
H -2.6181 -2.1892 0.5271
H -3.9726 -0.1481 1.9256
H -2.3127 0.0371 1.8498
H -2.3234 1.5634 -0.2849
H -2.7458 2.1908 1.4827
H -5.3041 1.8449 1.4967
H -5.4585 -1.8807 -1.5315
```

Properties
LUMO (eV): 0.2
Structure (SMILES): N[C@@H](Cc1ccccc1)C(=O)N[C@@H](CCC(=O)O)C(=O)O

Löwdin population analysis, charges in e, atoms 1 to 4: atom 1 (N): 0.0221, atom 2 (C): -0.3792, atom 3 (C): -0.1212, atom 4 (C): -0.1763

Stability check: which of them is most stable? version A.

Version A
Entry from the Open Molecules 2025 dataset: one molecule with the formula Cl2H2N2S2 (ωB97M-V with the def2-TZVPD basis set).

Geometry as XYZ:
```
8
Properties=species:S:1:pos:R:3
Cl 0.9245 -2.3837 0.7685
N 0.2144 -1.6393 -0.5842
S 0.8041 -0.3190 -1.2606
S -0.3215 1.5444 -0.1802
N -1.3203 0.7117 0.7301
Cl -2.8952 0.4193 0.2382
H 1.9754 -0.2644 -0.7277
H 0.6187 1.9311 1.0159
```

Properties
LUMO (spin up / spin down) (eV): -1.0 / -0.9
Structure (SMILES): ClN=[SH]#[SH]=NCl

Löwdin population analysis, charges in e, atoms 1 to 4: atom 1 (Cl): 0.4545, atom 2 (N): -0.9693, atom 3 (S): 0.6298, atom 4 (S): 0.5576

Version B
Entry from the Open Molecules 2025 dataset: a 3-piece molecular cluster, Cl2H2N2S2 overall (ωB97M-V with the def2-TZVPD basis set).

Geometry as XYZ:
```
8
Properties=species:S:1:pos:R:3
S 0.5929 0.4484 -1.5180
N -0.2983 -0.7938 -1.5508
N -0.9380 -1.6899 -1.9413
S -1.8139 -2.9448 -1.9489
Cl 0.1433 -4.0833 0.8987
H 0.7177 -3.9141 2.0254
Cl -1.4950 3.5284 -1.0060
H -0.5518 4.1534 -1.5994
```

Properties
LUMO (eV): -0.7
Structure (SMILES): S=NN=S.Cl.Cl

Löwdin population analysis, charges in e, atoms 1 to 4: atom 1 (S): 0.6240, atom 2 (N): -0.6203, atom 3 (N): -0.6181, atom 4 (S): 0.6123

Stability check: which of them is most stable? version B.

Version A
Entry from the Open Molecules 2025 dataset: one molecule with the formula C2H3NS3 (ωB97M-V with the def2-TZVPD basis set).

Geometry as XYZ:
```
9
Properties=species:S:1:pos:R:3
N 1.4792 0.1653 -0.8022
C 0.6126 0.4409 0.2756
S 0.7111 1.2383 1.8201
C -0.7568 -0.1164 -0.0145
S -1.3691 -0.8717 -1.3499
S -1.7236 -0.2254 1.4610
H 2.3539 0.5511 -0.3988
H 1.4703 -0.4079 -1.5766
H -2.7776 -0.7742 0.5852
```

Properties
LUMO (eV): -1.7
Structure (SMILES): NC(=S)C(=S)S

Löwdin population analysis, charges in e, atoms 1 to 4: atom 1 (N): 0.0996, atom 2 (C): -0.8366, atom 3 (S): 0.5866, atom 4 (C): -1.1983

Version B
Entry from the Open Molecules 2025 dataset: one molecule with the formula C2H3NS3 (ωB97M-V with the def2-TZVPD basis set).

Geometry as XYZ:
```
9
Properties=species:S:1:pos:R:3
S 0.2447 2.2104 -0.3575
C -0.5403 0.6132 -0.5012
S -1.1299 -0.1087 0.9789
C 0.2095 -1.3072 1.3215
N 0.9914 -1.5391 0.3690
S 1.0851 -0.6963 -0.9636
H 0.5556 2.3070 -1.5342
H -1.3694 0.5720 -1.3690
H -0.0466 -2.0512 2.0561
```

Properties
LUMO (eV): 0.4
Structure (SMILES): S[C@@H]1SC=NS1

Löwdin population analysis, charges in e, atoms 1 to 4: atom 1 (S): 0.6753, atom 2 (C): -1.1476, atom 3 (S): 0.7828, atom 4 (C): -0.5105

Stability check: which of them is most stable? version A.